Entry 1:
Entry from the Open Molecules 2025 dataset: a molecular structure, C2H4P2 (ωB97M-V/def2-TZVPD).

The geometry in XYZ format:
```
8
Properties=species:S:1:pos:R:3:forces:R:3:lowdin_charge:R:1
C 0.52211 1.15025 0.35716 4.4 0.8 0.5 -0.789
C 0.00476 -0.96679 -0.48203 -0.2 0.2 1.0 -0.680
P 1.60120 -0.14414 0.05100 -1.4 0.9 -0.4 0.813
P -0.94039 0.64057 -0.32582 -2.8 -1.3 0.5 0.699
H 0.91735 2.13463 0.61399 -0.5 -0.1 0.3 -0.006
H -0.21678 -1.54692 -1.32517 0.5 0.0 -2.4 -0.004
H -0.16545 -1.81513 0.13616 -0.6 -0.2 1.9 0.009
H -1.72280 0.54753 0.97471 0.6 -0.2 -1.4 -0.040
```
Forces are in eV/Å.

Multiplicity   1
Relative energy (zero: lowest compared OMol25 entry of this formula, charge and spin)   22.7 kcal per mole
Charge   0
E   -761.21864 hartree
Largest force on an atom   4.51 eV Å⁻¹

***

Entry 2:
Entry from the Open Molecules 2025 dataset: a molecular structure, C35H69N2O46Tl2 (ωB97M-V/def2-TZVPD).

The geometry in XYZ format:
```
154
Properties=species:S:1:pos:R:3:forces:R:3:lowdin_charge:R:1
Tl -9.40095 -12.90022 6.82892 0.3 -0.4 -0.2 1.147
Tl -10.33603 -17.80347 9.00111 0.5 -0.7 0.3 1.313
N -12.36520 -15.79774 5.79900 1.8 0.7 -2.1 -0.586
O -11.73549 -16.65085 6.40208 -0.1 -2.4 1.2 0.070
O -11.99567 -14.66266 6.02114 0.0 2.6 1.2 0.067
O -13.07169 -16.00552 4.83641 -1.1 -1.1 0.1 0.120
N -12.34999 -14.35397 9.48742 -1.3 0.6 1.4 -0.549
O -11.58693 -13.62737 8.85905 0.2 -0.7 -0.2 0.021
O -13.15549 -13.84401 10.28687 0.9 -0.5 -0.9 0.155
O -12.39577 -15.60461 9.39168 0.8 0.2 -0.5 0.026
O -10.15651 -20.39792 10.21526 -0.1 0.6 -0.9 -0.180
H -10.07607 -20.72772 11.13138 0.0 0.7 0.0 0.009
O -8.51981 -14.17345 11.70850 0.0 0.1 -1.8 0.165
C -8.53419 -14.33169 10.36632 0.4 -0.2 -0.7 -0.739
O -9.13302 -15.27907 9.83103 -0.6 -1.0 -0.5 0.033
O -7.93574 -13.51412 9.60843 -0.7 -0.4 0.9 0.044
H -8.16959 -13.28591 11.60258 0.5 1.1 1.6 0.117
O -6.82403 -16.55582 5.56976 -1.9 -1.0 1.4 0.174
C -7.82209 -16.76084 6.46305 1.1 2.4 -0.9 -0.756
O -8.60728 -15.85831 6.74680 -1.5 1.9 -0.4 0.091
O -7.97684 -17.74951 7.17274 0.0 -2.5 0.8 0.119
H -6.37878 -17.39583 5.70298 1.5 -0.5 -0.8 0.112
C -1.92775 -18.69052 0.74355 0.6 -1.1 0.3 -0.002
O -3.36372 -18.43637 0.84336 2.4 -0.5 0.8 0.022
C -3.77960 -17.31214 0.35222 0.4 2.0 -3.1 -0.594
O -3.17385 -16.56825 -0.44750 -1.7 -1.5 2.5 0.086
O -5.06792 -17.20740 0.73689 0.3 1.1 -0.1 -0.021
C -5.81650 -16.12283 0.17262 -1.1 0.1 0.1 -0.034
H -1.86270 -19.77801 0.77848 -0.1 0.1 -0.4 0.094
H -1.30587 -18.37013 1.57944 -0.9 0.5 0.7 0.081
H -1.35880 -18.26490 -0.08304 -1.0 -0.1 -0.6 0.097
H -6.40362 -16.51261 -0.65892 0.4 0.1 -0.3 0.100
H -5.28169 -15.21040 -0.09111 0.6 -0.5 -0.1 0.100
H -6.57476 -15.80561 0.88852 0.2 -0.3 0.4 0.066
C -13.42342 -12.95397 3.56355 0.6 -0.2 -0.9 -0.004
O -12.44960 -12.22055 2.79584 1.3 1.2 -0.1 -0.005
C -11.20735 -11.88999 3.16943 -1.1 1.2 -0.5 -0.566
O -10.66642 -12.08764 4.22670 -0.2 -0.4 0.3 -0.002
O -10.66939 -11.14748 2.16085 -0.9 0.2 0.8 -0.007
C -9.72224 -10.11414 2.55389 0.3 -1.0 -0.3 -0.010
H -13.20212 -13.94083 3.15704 -1.0 -0.4 0.9 0.084
H -14.36549 -12.54634 3.19688 0.0 -0.3 0.0 0.102
H -13.39224 -12.85188 4.64831 0.6 -0.1 -0.2 0.091
H -9.98556 -9.08753 2.29928 -0.8 -0.3 -0.4 0.095
H -8.87689 -10.40874 1.93204 0.6 0.5 0.6 0.087
H -9.58688 -10.12682 3.63538 0.5 -0.3 -0.2 0.091
C -5.14457 -23.01393 -1.55016 0.0 -0.2 -0.9 -0.057
O -6.05054 -22.65902 -0.54972 0.5 0.4 1.4 -0.010
C -5.58739 -21.87127 0.44454 5.1 0.3 -1.5 -0.594
O -4.39081 -21.49893 0.66328 -4.0 -1.5 -0.8 0.059
O -6.63334 -21.53446 1.06147 -2.8 2.7 2.7 0.045
C -6.56477 -20.49422 2.09004 0.2 -0.9 0.9 0.026
H -4.67829 -23.97728 -1.34366 0.2 0.2 0.1 0.099
H -4.42783 -22.20412 -1.68653 0.2 -0.3 -0.2 0.097
H -5.81436 -23.12038 -2.40348 0.5 -0.1 -0.4 0.098
H -7.55575 -20.42796 2.53912 0.0 -0.3 -0.2 0.081
H -6.26325 -19.47671 1.84129 0.2 -0.4 -1.0 0.089
H -5.86287 -20.85749 2.84069 0.0 0.1 0.1 0.083
C -14.72201 -18.76567 6.38524 -0.1 0.0 -0.6 -0.010
O -14.43162 -20.10886 6.79257 0.4 -1.7 -0.4 0.017
C -13.29250 -20.43943 7.37599 1.3 -1.0 1.6 -0.536
O -12.50250 -19.64933 7.83158 0.3 0.5 0.0 0.031
O -13.09964 -21.82031 7.52977 -1.2 1.5 -1.1 -0.017
C -11.94073 -22.34227 8.21759 -0.5 -0.1 0.5 -0.037
H -13.84873 -18.14602 6.18152 0.1 -0.1 0.9 0.061
H -15.47361 -18.38818 7.07856 0.4 0.4 0.0 0.108
H -15.17044 -18.82936 5.39380 -0.3 -0.4 0.1 0.099
H -11.99016 -23.43110 8.22764 -0.4 0.0 -0.9 0.094
H -12.03741 -22.18462 9.29178 0.4 1.0 -0.1 0.087
H -10.99094 -22.05502 7.76649 -0.2 0.4 0.2 0.078
C -11.42488 -19.31805 3.75494 -1.8 0.7 0.9 -0.043
O -10.22994 -19.99228 3.94542 2.3 -1.5 0.7 0.013
C -9.75255 -20.12604 5.19666 -1.4 0.2 2.2 -0.453
O -10.21260 -19.52182 6.19484 1.7 -1.6 -2.8 0.032
O -8.80376 -21.12581 5.23982 -2.7 3.1 -3.0 0.004
C -8.28260 -21.46361 6.44299 0.9 -1.6 2.1 -0.092
H -12.11833 -19.55643 4.56142 0.1 0.1 0.3 0.091
H -11.96182 -19.69219 2.88327 0.8 0.2 -0.4 0.112
H -11.26558 -18.24019 3.78556 -0.1 0.0 -0.4 0.085
H -8.59771 -22.49513 6.60040 0.2 -0.2 0.3 0.107
H -8.64292 -20.90477 7.30669 0.1 0.4 -0.3 0.080
H -7.19851 -21.46321 6.32970 0.1 0.2 0.4 0.095
C -4.20080 -15.28160 3.75888 -0.4 -0.4 0.5 -0.012
O -2.94501 -16.02648 3.68765 -0.7 -1.5 0.8 0.004
C -2.91428 -17.21436 4.39509 -1.6 -0.9 1.2 -0.448
O -3.86247 -17.70082 5.08523 3.2 1.8 -2.4 0.056
O -1.67403 -17.78620 4.23995 -1.8 1.4 -0.1 -0.018
C -1.42921 -19.06480 4.82754 -0.2 -0.1 0.5 -0.038
H -5.07484 -15.80141 3.36651 0.3 -0.7 0.0 0.087
H -4.17850 -14.36847 3.16407 1.0 -0.1 0.1 0.087
H -4.42874 -15.05455 4.80031 0.2 0.1 0.0 0.077
H -2.07944 -19.82850 4.40086 0.1 0.0 -0.1 0.107
H -1.56611 -19.05041 5.90882 -0.4 0.3 0.0 0.068
H -0.37276 -19.28150 4.66921 -0.2 0.0 -0.4 0.107
C -5.76490 -17.01911 12.51565 -0.7 -0.2 -2.1 0.053
O -5.59056 -18.28185 11.71578 1.2 2.9 3.6 0.038
C -6.40285 -18.57191 10.77795 -3.1 0.6 -1.8 -0.610
O -7.36668 -17.92135 10.28602 2.4 -1.3 1.3 0.016
O -6.01859 -19.78925 10.46502 -0.6 -1.0 -0.5 0.022
C -6.49529 -20.45657 9.32274 0.3 0.4 -1.6 -0.036
H -5.05198 -16.95217 13.33745 -0.1 -0.6 -0.3 0.100
H -6.80757 -16.90808 12.81333 0.1 -0.4 0.3 0.096
H -5.61209 -16.23156 11.77774 0.3 0.2 0.3 0.078
H -6.84545 -21.46204 9.55624 0.2 0.2 0.1 0.108
H -5.64318 -20.44116 8.64321 0.2 -0.8 0.0 0.084
H -7.22564 -19.91175 8.72452 -0.5 0.2 0.7 0.061
C -0.52429 -21.10646 7.48985 -1.0 0.9 0.6 -0.048
O -1.25673 -21.91744 6.55457 -2.7 -0.2 1.4 -0.026
C -2.66837 -21.92203 6.71204 0.3 0.9 -0.5 -0.492
O -3.36836 -21.30149 7.50595 1.7 -1.3 -1.2 0.096
O -3.11092 -22.64998 5.67628 1.4 -0.7 0.7 -0.006
C -4.46817 -22.94779 5.46303 -1.2 0.8 -0.4 -0.046
H 0.20571 -21.63171 8.10573 0.7 -0.3 -1.2 0.103
H -1.09635 -20.71097 8.32915 -1.0 0.0 -0.3 0.074
H -0.27425 -20.22243 6.90328 1.1 -0.3 0.4 0.072
H -5.06142 -23.23504 6.33115 0.4 0.3 0.4 0.095
H -4.60541 -23.75989 4.74906 0.8 0.0 0.0 0.101
H -4.87306 -22.05200 4.99214 -0.5 0.0 0.1 0.084
C -6.54038 -12.43777 2.48276 0.1 1.1 -0.8 -0.049
O -7.36379 -13.45613 1.99007 -1.5 -1.3 0.0 -0.012
C -8.27138 -14.03619 2.81182 0.4 -0.4 0.6 -0.513
O -8.32202 -13.93105 4.03299 0.0 0.0 -2.2 0.047
O -9.05030 -14.84528 2.02431 0.4 1.4 0.8 0.010
C -10.04696 -15.55497 2.74672 -0.2 -1.3 0.4 -0.037
H -6.14219 -11.93523 1.60128 0.3 -0.4 -0.2 0.108
H -5.69270 -12.82556 3.04771 -0.4 0.2 0.5 0.078
H -7.17491 -11.64016 2.86914 0.3 -0.2 1.1 0.087
H -10.95108 -15.02074 3.03873 0.4 0.8 0.1 0.084
H -9.55719 -16.00444 3.61055 -0.3 0.0 0.2 0.092
H -10.44764 -16.36476 2.13697 0.5 0.1 -0.4 0.098
C -2.65855 -15.05794 12.37486 0.1 -0.4 0.1 -0.016
O -3.18208 -15.70950 11.19352 -0.2 1.2 1.7 -0.020
C -2.48449 -16.65497 10.59385 0.0 1.4 -0.4 -0.691
O -1.34082 -16.91192 10.69131 2.4 -0.7 1.2 0.179
O -3.27062 -17.12314 9.69497 -2.5 -1.4 -1.6 -0.013
C -2.86021 -18.21483 8.89483 0.4 -0.7 0.1 -0.022
H -3.53587 -14.60922 12.84075 0.2 0.1 -0.1 0.090
H -1.87367 -14.32279 12.19705 -0.3 0.1 -0.6 0.097
H -2.19816 -15.76015 13.06987 -0.2 -0.3 -0.1 0.098
H -1.87621 -18.01368 8.47129 -0.2 0.1 -0.4 0.101
H -3.66452 -18.40059 8.18303 0.4 0.3 -0.2 0.086
H -2.75474 -19.13793 9.46480 -0.1 0.1 0.4 0.098
C -5.27885 -15.48147 8.16347 -1.3 -0.5 0.6 -0.030
O -4.62117 -14.47484 7.40171 -0.1 1.7 -1.1 0.015
C -5.33843 -13.47575 6.75888 0.3 -0.3 0.8 -0.543
O -6.53270 -13.45486 6.62368 -0.3 -0.1 0.0 0.008
O -4.51503 -12.50811 6.33258 1.5 -0.3 -0.5 0.006
C -5.00660 -11.28809 5.69332 -1.7 0.0 1.8 0.006
H -6.36588 -15.44165 8.09367 0.0 0.3 -0.3 0.077
H -5.07098 -15.43013 9.23224 0.4 0.7 -0.1 0.090
H -4.97553 -16.49823 7.91387 0.4 0.3 -0.7 0.085
H -5.57690 -10.82713 6.49978 -0.8 0.0 -0.2 0.094
H -5.64332 -11.45752 4.82500 0.2 -0.3 0.2 0.069
H -4.32854 -10.44987 5.53299 1.2 -1.2 -0.3 0.101
```
Forces are in eV/Å.

Multiplicity   1
Charge   +1
E   -5289.54594 hartree
Largest force on an atom   5.32 eV Å⁻¹

***

Entry 3:
Entry from the Open Molecules 2025 dataset: C21H23N3O5 in the gas phase (ωB97M-V/def2-TZVPD).

The geometry in XYZ format:
```
52
Properties=species:S:1:pos:R:3:forces:R:3:lowdin_charge:R:1
C 7.51928 0.55672 1.45960 0.4 -0.2 0.2 -0.073
O 6.47851 1.45840 1.15406 -0.3 0.1 -0.1 -0.065
C 5.31488 1.04258 0.58703 -0.2 0.2 0.0 -0.195
C 4.39180 2.06266 0.37822 0.2 -0.2 0.0 0.008
C 3.15470 1.83324 -0.19134 0.0 -0.2 -0.1 -0.027
C 2.81463 0.55108 -0.58592 0.0 0.1 0.1 -0.153
C 1.47959 0.22641 -1.23333 0.3 -0.1 -0.2 -0.351
C 1.66471 -0.27870 -2.66907 -0.1 -0.1 0.2 0.021
N 0.54502 1.32570 -1.18529 0.3 0.1 -0.2 0.162
C -0.55179 1.06743 -0.45055 0.0 0.0 0.0 -0.470
O -1.49407 1.79717 -0.24304 -0.3 0.3 0.2 0.085
N -0.41509 -0.23514 0.03685 -0.3 0.1 0.1 0.085
C -1.37297 -0.88525 0.90359 -0.2 -0.2 0.1 -0.005
C -2.64217 -1.35236 0.16400 0.5 0.3 0.2 -0.474
O -2.95556 -2.52139 0.10277 -0.1 -0.4 0.1 0.064
N -3.34205 -0.34587 -0.38058 -0.3 0.4 -0.3 0.085
C -4.60265 -0.55534 -1.06529 0.0 -0.2 0.0 -0.120
C -5.75321 -0.04526 -0.23645 0.0 0.0 -0.1 -0.213
C -6.06941 -0.68136 0.95826 0.0 0.0 0.0 -0.035
C -7.10332 -0.21299 1.74766 0.0 -0.1 0.1 -0.082
C -7.83250 0.89595 1.35037 -0.1 0.1 0.0 -0.096
C -7.52149 1.53498 0.16301 -0.1 0.1 0.0 -0.089
C -6.48318 1.06836 -0.62523 0.1 -0.1 0.0 -0.047
C 0.74743 -0.82043 -0.38295 0.1 0.1 -0.1 -0.347
O 1.11924 -1.93193 -0.11517 0.0 -0.2 -0.1 0.132
C 3.72108 -0.48121 -0.37901 0.1 0.0 0.0 0.037
C 4.96019 -0.26801 0.20774 0.1 0.0 0.0 -0.172
O 5.85288 -1.28166 0.43291 0.0 0.5 0.1 -0.110
C 5.47321 -2.60092 0.11985 0.0 -0.2 0.0 -0.069
H 7.20344 -0.19479 2.18564 0.0 0.1 -0.1 0.095
H 7.89887 0.05852 0.56551 0.0 0.0 0.1 0.095
H 8.30626 1.17316 1.89408 0.0 -0.1 0.0 0.094
H 4.67794 3.05547 0.68637 0.1 0.1 0.0 0.122
H 2.47043 2.65735 -0.31348 -0.1 0.1 0.0 0.106
H 0.69515 -0.43834 -3.13648 -0.1 0.0 0.0 0.094
H 2.20610 -1.21948 -2.66104 0.1 -0.1 0.0 0.088
H 2.22747 0.45006 -3.24805 0.0 0.1 0.0 0.095
H 0.67118 2.18616 -1.68880 -0.2 0.0 0.1 0.166
H -0.88053 -1.76444 1.32524 -0.1 0.2 -0.1 0.135
H -1.65912 -0.19013 1.69858 0.1 -0.1 0.0 0.143
H -3.02960 0.61007 -0.24758 0.1 -0.1 0.1 0.112
H -4.69716 -1.63394 -1.22215 0.0 0.2 -0.1 0.127
H -4.57293 -0.04747 -2.03396 0.0 -0.1 0.1 0.123
H -5.49890 -1.54719 1.26124 0.1 -0.1 0.0 0.115
H -7.34314 -0.71413 2.67392 0.0 0.0 0.1 0.102
H -8.64190 1.26070 1.96549 -0.1 0.0 0.0 0.099
H -8.08732 2.40016 -0.15031 0.0 0.1 0.0 0.101
H -6.24179 1.57120 -1.55104 0.0 0.0 -0.1 0.107
H 3.42841 -1.47902 -0.65638 0.0 -0.1 0.0 0.100
H 4.56776 -2.89970 0.65577 0.0 0.0 0.0 0.102
H 5.32084 -2.73125 -0.95618 0.0 0.0 0.0 0.099
H 6.30704 -3.22328 0.44176 -0.1 0.0 0.0 0.096
```
Forces are in eV/Å.

Multiplicity   1
Relative energy (zero: lowest compared OMol25 entry of this formula, charge and spin)   12.5 kcal per mole
Charge   0
E   -1354.55906 hartree
SMILES   COc1ccc([C@]2(C)NC(=O)N(CC(=O)NCc3ccccc3)C2=O)cc1OC
Largest force on an atom   0.59 eV Å⁻¹

***

Entry 4:
Entry from the Open Molecules 2025 dataset: 2 unconnected molecules or ions with the total composition C3H9NO2 (ωB97M-V/def2-TZVPD).

The geometry in XYZ format:
```
15
Properties=species:S:1:pos:R:3:forces:R:3:lowdin_charge:R:1
C 0.38503 -0.66118 1.80780 1.4 -1.0 2.6 -0.070
C 0.80505 0.12135 0.63771 1.1 -2.7 -1.9 -0.467
N 2.20363 -0.06917 0.30858 0.6 0.7 0.7 0.047
C -0.07231 -0.44920 -0.43214 -3.9 1.3 -1.2 -0.184
O -1.21362 0.05879 -0.49327 2.4 -1.6 -0.8 -0.002
H 0.96023 -1.64736 1.85713 -1.0 1.3 0.2 0.119
H -0.66775 -0.78236 1.84216 -1.0 -0.5 -0.2 0.067
H 0.57370 -0.02997 2.69536 0.4 -0.7 0.0 0.096
H 0.57953 1.13195 0.82667 -0.2 1.3 -0.3 0.138
H 2.47831 -0.93836 -0.13162 -0.5 -0.2 0.2 0.074
H 2.41762 0.65850 -0.33037 0.7 0.6 -0.7 0.059
H 0.19222 -1.37094 -1.13271 -0.1 1.6 1.4 0.167
O -2.96229 1.24402 -2.82952 -1.7 0.8 -1.7 -0.037
H -3.42959 1.85529 -2.26009 0.2 0.0 0.3 0.034
H -2.24977 0.87865 -2.36567 1.5 -0.8 1.5 -0.041
```
Forces are in eV/Å.

Multiplicity   1
Relative energy (zero: lowest compared OMol25 entry of this formula, charge and spin)   49.5 kcal per mole
Charge   0
E   -324.89369 hartree
SMILES   C[C@@H](N)C=O.O
Largest force on an atom   4.28 eV Å⁻¹

***

Entry 5:
Entry from the Open Molecules 2025 dataset: C3H5O2P in the gas phase (ωB97M-V/def2-TZVPD).

The geometry in XYZ format:
```
11
Properties=species:S:1:pos:R:3:forces:R:3:lowdin_charge:R:1
O -1.24005 -1.07309 -1.80687 1.0 0.9 0.9 0.018
C -0.74618 -0.45582 -0.87222 -1.7 -1.0 -0.1 -0.608
P -1.69465 0.02767 0.63795 -0.6 0.5 0.5 0.902
C 0.68723 -0.21274 -0.66067 -0.9 1.2 3.0 -0.247
C 1.27040 -0.11032 0.73756 0.7 -0.4 -2.1 -0.120
O 0.96720 1.04017 -0.01578 0.6 0.0 -0.3 -0.100
H -0.77223 1.07476 0.99943 -1.1 -0.3 -0.1 -0.056
H -2.72195 0.83481 0.08328 0.3 -0.1 -0.1 -0.088
H 1.28490 -0.47511 -1.41996 2.4 -0.8 -2.8 0.107
H 0.60770 -0.33213 1.54866 0.2 -0.1 0.6 0.062
H 2.35763 -0.31820 0.76862 -0.8 0.0 0.5 0.132
```
Forces are in eV/Å.

Multiplicity   1
Relative energy (zero: lowest compared OMol25 entry of this formula, charge and spin)   64.9 kcal per mole
Charge   0
E   -609.04506 hartree
SMILES   O=C(P)[C@@H]1CO1
Largest force on an atom   3.71 eV Å⁻¹

***

Entry 6:
Entry from the Open Molecules 2025 dataset: 2 unconnected molecules or ions with the total composition C5H13NO (ωB97M-V/def2-TZVPD).

The geometry in XYZ format:
```
20
Properties=species:S:1:pos:R:3:forces:R:3:lowdin_charge:R:1
C 1.89463 -0.02154 -0.26078 1.0 -0.2 1.7 0.005
C 0.99912 -1.02259 0.66074 -1.3 -0.5 1.1 -0.410
C -0.46022 -0.78074 0.36693 -0.9 -3.1 -3.0 -0.306
C -0.93126 0.53055 0.71951 -2.6 3.3 0.9 -0.285
C -1.96430 1.14654 -0.35956 0.4 -1.7 -0.3 -0.076
O -0.09091 0.48602 -2.32118 0.5 0.1 0.4 -0.276
N 1.14979 -0.77112 2.10563 1.1 -0.3 -3.7 0.256
H 2.03572 0.97087 0.19327 -0.4 -0.3 0.0 0.076
H -2.34239 2.18084 -0.14854 0.3 -1.1 -0.2 0.068
H 2.87449 -0.50635 -0.16608 0.0 0.3 -1.0 0.069
H 1.27814 -2.14654 0.34713 0.0 2.2 0.7 0.203
H -0.80579 -0.98958 -0.75117 1.5 0.4 2.1 0.147
H -0.98845 -1.53264 0.89982 -0.7 -0.8 0.7 0.094
H -1.46269 0.56959 1.69551 -0.1 -0.6 -0.4 0.114
H -0.09061 1.13945 1.03127 0.2 0.9 -1.0 0.086
H -1.34019 1.08447 -1.33334 -0.4 0.5 0.7 0.030
H -0.46770 0.05897 -3.09622 0.1 -0.1 -0.3 -0.028
H -2.81809 0.34839 -0.60674 1.5 1.9 1.0 0.109
H 2.16353 -0.87693 2.27631 -0.2 -0.2 0.2 0.063
H 1.36718 0.13234 -1.25250 -0.1 -0.7 0.2 0.062
```
Forces are in eV/Å.

Multiplicity   1
Relative energy (zero: lowest compared OMol25 entry of this formula, charge and spin)   208.4 kcal per mole
Charge   0
E   -327.98669 hartree
Largest force on an atom   4.42 eV Å⁻¹

***

no.,LUMO (eV),highest occupied orbital energy (eV),orbital gap (eV)
1,0.04,-8.4,8.47
2,-8.72,-11.9,3.15
3,0.59,-8.3,8.87
4,0.60,-9.5,10.12
5,0.47,-9.5,9.97
6,-4.23,-8.0,3.78